Entry 1:
73
Properties=species:S:1:pos:R:3:forces:R:3:lowdin_charge:R:1 method="wB97M-V/def2-TZVPD" charge=+1 max_force_ha_per_bohr=0.039 orbital_gap_ev=6.98 e_tot_ev=-59678.6391 homo_ha=-0.41501 e_lumo_ev=-4.32
C -0.05572 2.75623 -0.57285 0.12 0.02 0.07 -0.19
H 2.70713 -0.39350 -3.57342 0.01 -0.02 0.00 0.12
H -1.79583 -0.34062 -1.54115 -0.05 0.28 -0.17 0.06
F 1.65031 -3.41867 -1.65821 -0.06 -0.09 -0.04 0.16
C 2.16536 -0.51355 3.10795 0.39 -0.13 -0.26 -0.21
N -1.25628 -0.13887 2.21982 -0.26 -0.11 0.16 0.06
F -0.98891 -3.03284 0.56709 -0.04 -0.09 0.10 0.04
H 0.01163 3.21834 -5.91665 0.01 0.00 0.01 0.11
C -0.02254 1.73061 -2.88157 -0.02 0.07 0.07 -0.06
C -0.00160 4.23745 -4.02858 -0.01 0.06 0.04 -0.06
C -4.58078 -1.97044 -0.49180 -0.03 -0.01 0.00 0.00
C 3.21669 -0.80029 -2.70970 -0.32 0.02 -0.17 -0.05
C -0.04949 3.90366 2.93192 -0.01 -0.09 0.03 -0.01
N -0.07162 1.89495 1.43002 0.02 0.14 0.30 0.03
H 3.09117 -0.65777 5.01057 0.01 0.03 -0.01 0.09
N 1.20178 -0.04874 2.30022 0.19 -0.13 0.42 0.07
C -0.02103 4.10719 -2.64870 -0.01 0.02 0.02 -0.02
C -2.76944 -0.85405 -1.59073 -0.12 -0.15 0.27 -0.05
F 0.55860 -4.84695 -0.45189 -0.09 -0.03 -0.14 0.18
F -1.01194 -2.93448 -1.61130 0.10 0.12 -0.24 0.06
C 0.93340 -3.57516 -0.53832 0.12 0.02 -0.12 -0.60
C -0.05710 3.23018 1.60202 0.02 0.18 -0.13 -0.24
C -3.16219 -1.24854 2.17872 -0.04 0.13 -0.02 0.07
C -2.71787 -1.04902 0.87441 -0.41 -0.08 0.00 -0.22
H 1.66446 -0.17304 -1.36530 0.27 0.54 -0.33 0.04
H 6.01549 -2.49198 -1.84188 -0.03 -0.02 -0.01 0.12
H 4.96374 -2.33064 0.38467 0.05 0.07 0.00 0.13
H -3.11036 -0.95343 4.90210 0.00 0.02 0.00 0.09
C -5.21417 -2.12286 -1.71507 0.01 -0.05 -0.02 -0.05
H 0.00372 0.96907 -4.88423 -0.01 -0.01 0.02 0.11
H 4.07040 -1.54709 2.62990 0.01 0.09 0.02 0.13
H -6.17399 -2.61923 -1.76461 0.02 -0.01 0.01 0.11
H -1.99275 0.42020 4.84999 -0.02 0.00 -0.01 0.09
H -0.03656 4.98101 2.78668 -0.01 0.00 0.01 0.09
C -0.26526 -2.61067 -0.51992 0.96 0.27 0.64 -0.44
C 3.28718 -1.20214 -0.31956 -0.02 0.16 -0.09 -0.17
H 1.84235 0.59732 4.91411 0.02 0.00 0.00 0.09
H -0.11668 1.26394 3.59490 0.00 -0.11 0.04 0.12
C 4.48845 -1.87857 -0.47611 0.04 0.07 -0.05 0.00
H -0.93286 3.64504 3.51614 0.00 0.01 -0.01 0.09
F 1.73798 -3.32651 0.50680 -0.08 -0.17 0.14 0.14
H 1.38781 -1.10485 4.99946 0.00 0.02 -0.01 0.09
H 4.91430 -1.48940 -3.81676 -0.01 -0.01 0.01 0.12
C 5.06749 -1.98260 -1.73188 0.00 0.00 -0.01 -0.04
C 0.00394 3.11425 -4.83995 0.00 -0.02 -0.04 -0.07
N 1.53161 -0.32146 1.03146 -1.09 -0.59 -0.43 -0.05
H -2.90828 -0.66069 -3.71701 -0.01 0.01 0.01 0.11
C -4.62213 -1.64574 -2.87597 -0.03 -0.02 0.07 -0.06
C -0.00360 1.85412 -4.26064 0.00 0.02 0.01 -0.07
C -2.17023 -0.59325 4.49218 0.04 0.05 -0.03 0.01
H -5.11853 -1.76728 -3.82904 0.00 0.01 0.00 0.11
B -0.06799 0.79031 2.50393 -0.10 0.13 0.11 -0.48
H -1.36943 -1.22957 4.87300 -0.01 0.02 0.01 0.09
H -5.03945 -2.36126 0.40705 -0.03 0.04 -0.01 0.12
C 2.70599 -0.93707 0.99279 0.55 -0.14 0.02 -0.22
N -1.56017 -0.39190 0.92594 1.37 -0.27 -0.42 -0.03
C 2.12015 -0.40550 4.59211 -0.08 0.05 -0.03 0.01
H -4.06817 -1.74134 2.48610 -0.01 0.07 0.04 0.12
C -3.35506 -1.32060 -0.41462 0.14 0.06 -0.07 -0.16
C -2.21028 -0.65685 3.00509 -0.22 -0.14 -0.21 -0.22
C -0.03575 2.84997 -2.04805 0.04 -0.10 0.02 -0.15
C 2.65042 -0.69565 -1.45629 -0.05 -0.53 0.43 -0.06
H -0.02694 4.99636 -2.03306 0.00 0.00 -0.03 0.11
H 0.82953 3.62559 3.51421 0.00 0.00 -0.01 0.09
H -0.01669 4.86680 0.14534 -0.05 -0.02 0.02 0.12
C 4.44789 -1.42628 -2.84329 0.03 -0.02 0.09 -0.05
Ir 0.07550 -0.51433 -0.33405 -1.75 0.40 0.87 1.35
C 3.15347 -1.08906 2.30114 -0.09 0.13 0.04 0.08
C -0.04346 3.81114 0.35171 -0.04 0.04 -0.10 0.05
H -0.02832 0.73794 -2.45025 -0.03 -0.04 -0.09 0.04
C -3.38604 -1.01884 -2.81441 0.24 0.06 -0.13 -0.05
N -0.06851 1.60672 0.10815 0.47 -0.23 -0.71 -0.02
H 0.00602 5.22475 -4.47087 0.00 -0.01 0.01 0.11

---

Entry 2:
71
Properties=species:S:1:pos:R:3:forces:R:3:lowdin_charge:R:1 method="wB97M-V/def2-TZVPD" charge=0 de_lowest_kj_mol=537.13 max_force_ha_per_bohr=0.050 orbital_gap_ev=2.74 e_tot_ev=-67035.9306 homo_ha=-0.18478 e_lumo_ev=-2.29
H 5.39696 0.31816 1.99280 -0.45 -0.02 -0.26 0.11
C -0.80412 -4.32052 0.91202 0.67 -0.10 0.27 -0.08
C 2.27935 -0.99167 1.55580 0.45 -0.09 -0.22 -0.05
C 1.93996 -0.72370 4.60355 -0.23 0.46 0.53 -0.11
F 3.42654 3.08946 4.19431 -1.32 -0.04 0.03 0.12
C 0.71298 -1.03037 4.00049 -0.55 -0.76 -0.14 0.03
H -1.39033 -5.04508 1.47151 -0.04 0.05 -0.23 0.10
H 3.29130 0.87943 5.17586 0.26 -0.07 0.07 0.13
F 4.12556 -1.51373 5.27891 -1.27 -0.22 -0.12 0.12
C 1.57242 1.56756 4.07040 0.76 -0.15 1.16 -0.09
H -4.93316 -2.04800 -1.46166 -0.24 -0.44 0.45 0.10
H 4.32546 2.31428 0.80275 0.14 -0.60 0.16 0.11
C -4.76449 -0.11183 -2.46667 1.04 -0.17 1.15 -0.06
H 0.93054 -5.63675 0.67572 -0.33 0.21 -0.23 0.10
F 2.37789 -2.29211 6.35223 0.35 0.10 -0.79 0.13
H -5.35557 0.25982 -1.62430 0.15 0.12 -0.36 0.11
H -5.14106 0.19405 -3.42154 -0.23 0.15 -0.34 0.10
C -4.50651 -1.62562 -2.34153 1.52 0.90 -1.09 -0.06
C 2.06626 3.00470 4.05471 0.16 0.39 -0.72 -0.49
H -4.08701 -1.69410 4.36652 0.37 0.29 -0.67 0.13
H -6.07136 0.23520 3.93696 0.80 -0.17 -0.46 0.09
C 0.73543 -2.40589 -0.33802 -0.30 0.71 -0.35 -0.06
C -0.78537 -0.54117 0.82490 -1.54 -0.25 -1.61 -0.09
C -2.16861 -1.38247 3.37772 -0.33 -1.45 -0.25 -0.12
C 0.35248 1.66403 -0.09182 -0.62 -1.38 0.58 -0.19
H 1.20168 4.21982 -0.24006 0.42 -0.19 -0.02 0.09
C 2.46772 1.25901 0.60072 -0.76 -0.74 0.53 -0.16
N 1.61262 2.17448 0.00423 0.88 0.60 -0.14 -0.05
F 1.50412 3.79107 5.01599 0.47 -0.59 -0.71 0.13
C -3.48411 -1.06734 3.68225 -0.13 -0.18 0.39 -0.14
H 4.12577 -1.77256 2.35076 -0.29 0.66 -0.34 0.11
C -1.33430 -0.48265 2.53527 -0.60 1.98 1.56 -0.37
C -1.26397 -3.00883 0.80225 0.28 -0.13 0.16 -0.06
H 1.68979 -1.90536 1.72327 0.64 0.61 0.16 0.12
H -0.25157 2.11113 3.13386 0.55 -0.96 0.04 0.12
H -1.78284 -2.28883 3.84377 0.29 0.22 -0.36 0.11
F 2.75607 -2.91249 4.26203 0.15 0.67 1.03 0.10
C -3.94737 0.17486 3.22589 0.77 -1.36 0.11 -0.56
C 1.14789 -3.73149 -0.32996 0.41 -0.25 0.43 -0.09
C 4.35802 0.26584 1.64115 0.60 0.54 -0.22 -0.09
C 3.63230 -0.90844 1.86728 -0.22 -0.59 0.36 -0.09
O -3.33644 0.57860 -2.34211 -1.93 -0.76 -0.50 0.04
C 2.80763 -1.85240 5.13893 0.07 -0.27 -0.38 -0.51
H 1.40723 -1.70995 -0.84838 -0.51 -0.01 0.26 0.13
S -2.61154 0.94398 2.48974 0.45 0.93 -0.98 1.07
H -1.78089 -0.16210 0.42136 1.49 -0.82 -0.07 0.09
C 2.36259 0.60090 4.71586 -0.76 -0.19 -1.14 0.07
H -5.74090 0.95004 2.30026 0.19 -0.39 0.49 0.09
C 0.33849 0.38048 0.48455 -0.05 0.86 0.73 -0.12
H -4.75673 -2.14473 -3.27531 0.01 -0.06 0.55 0.11
C -5.31842 0.75589 3.31220 -0.18 0.72 -0.34 -0.10
H -2.25836 -2.77067 1.17118 0.18 0.01 0.08 0.11
H -0.80501 3.44314 -0.42025 -0.22 -0.34 0.00 0.08
F 1.76487 3.58604 2.83774 0.25 -0.29 1.18 0.10
H 2.25578 3.51481 -1.50224 0.00 0.08 0.25 0.10
H 2.08933 -4.01169 -0.82493 -0.48 0.25 0.25 0.11
B -2.53937 -0.47886 -2.37085 1.51 -0.80 1.13 -0.52
H -5.22502 1.75224 3.73401 -0.07 0.33 0.18 0.07
O -2.93474 -1.76235 -2.19910 -1.81 1.06 -0.63 0.03
C -0.43113 -1.97809 0.34197 -0.48 -0.68 0.61 -0.17
C 1.68353 0.10611 0.92734 0.38 0.93 -0.46 -0.13
H 0.42677 -2.10050 3.93586 0.27 0.79 -0.02 0.14
C -0.76011 2.40020 -0.77178 0.17 0.17 0.03 -0.01
C 0.48099 -4.66500 0.45962 -0.74 0.11 -0.34 -0.09
C 3.80482 1.36672 0.98193 -0.21 0.06 0.10 -0.02
C -0.13798 -0.05924 3.42586 1.37 -0.26 -0.03 -0.17
H -1.70861 1.88502 -0.60401 0.14 0.23 0.07 0.05
C 2.02373 3.51320 -0.42826 -0.27 -0.36 -0.08 0.00
C 0.35260 1.24895 3.50799 -1.19 1.17 -0.59 0.01
H -0.63135 2.44865 -1.86537 0.14 -0.15 0.27 0.10
H 2.91284 3.81956 0.13723 -0.37 -0.07 -0.15 0.08

---

Entry 3:
68
Properties=species:S:1:pos:R:3:forces:R:3:lowdin_charge:R:1 method="wB97M-V/def2-TZVPD" charge=+3 max_force_ha_per_bohr=0.038 orbital_gap_ev=5.64 e_tot_ev=-134825.1720 homo_ha=-0.58955 e_lumo_ev=-10.41
H -3.60526 1.92384 3.59713 0.00 0.01 0.01 0.13
H 1.69297 -3.13177 -4.12051 0.01 0.00 -0.01 0.14
C 1.07533 -1.40651 -3.02194 0.11 -0.16 -0.19 -0.24
C 2.57075 -3.71354 2.56469 -0.07 0.05 0.02 -0.02
H -4.06506 2.68397 0.09271 0.01 -0.03 -0.03 0.10
O -1.75128 1.98937 -1.08054 0.23 -0.46 -0.15 -0.21
H -1.57336 3.32480 3.66666 0.00 -0.01 0.02 0.13
C 3.09242 -3.21216 1.37561 0.02 -0.06 -0.06 -0.04
C 4.33389 2.15066 2.15685 0.02 0.03 0.00 -0.01
C -2.64751 2.77517 -1.47899 -0.19 0.14 0.07 -0.53
N 1.38297 -0.17411 -2.56627 -0.64 0.10 1.83 -0.06
C -4.62454 -2.69309 -0.43501 -0.22 -0.08 0.08 -0.67
C 3.35831 1.18190 1.97001 0.00 0.01 0.04 -0.03
N -0.95865 -1.23874 -1.83551 0.66 1.38 0.86 -0.02
C 2.58252 -2.04643 0.83754 -0.01 0.05 -0.02 -0.09
Br -6.28309 -3.34684 0.15260 0.17 0.07 -0.04 0.87
C 1.97411 -2.14949 -3.76445 -0.08 0.06 -0.06 0.05
H 0.23453 -1.35530 3.21825 -0.02 0.03 0.00 0.11
H -1.51001 -3.77236 -1.17744 -0.03 -0.03 0.01 0.13
H 4.47720 0.12624 -3.79051 0.01 0.01 0.04 0.14
P 1.00183 0.19984 0.85051 -0.58 -0.05 -0.43 1.01
H 0.47345 2.60083 2.49808 0.00 0.02 0.02 0.12
H -4.25093 4.11658 -0.94602 -0.01 0.00 0.02 0.10
C -2.71652 1.60804 3.06640 0.00 -0.04 -0.03 -0.02
H 5.10511 1.99520 2.89867 0.01 0.00 -0.01 0.13
C 3.52664 -0.34060 -3.57446 -0.12 -0.09 -0.12 0.02
C -2.72704 0.40863 2.36114 -0.03 0.04 0.00 -0.04
C 3.22796 -1.61269 -4.03616 0.02 0.05 0.00 0.02
C -1.58712 -0.00615 1.69772 0.15 -0.01 0.06 -0.11
C 2.37040 2.54876 0.27570 0.38 -0.09 0.36 -0.60
C -0.42482 0.78129 1.75826 -0.02 -0.13 -0.24 -0.38
Ir -0.05676 0.59917 -1.22480 1.17 0.10 -0.76 1.07
H 2.96301 -4.63236 2.97957 0.03 0.02 0.02 0.13
H 2.77734 1.34760 -2.46900 0.00 -0.04 0.09 0.10
H -3.10533 0.19964 -1.30246 -0.09 -0.02 -0.01 0.08
C 3.33598 3.51853 0.43828 -0.12 0.13 -0.17 -0.06
H -1.57866 -0.94695 1.15650 -0.04 0.01 0.09 0.10
H 1.15444 -3.42797 4.15328 -0.01 -0.02 -0.01 0.13
H 2.99048 -1.65349 -0.08819 0.04 0.02 0.01 0.11
H -3.68610 -4.62444 -0.39982 0.00 0.00 0.01 0.12
H 3.89664 -3.73449 0.87545 -0.01 0.00 -0.01 0.12
C 1.54552 -3.04419 3.22093 0.03 -0.05 0.00 -0.03
H -0.59592 -2.82576 -3.10690 -0.08 0.00 0.10 0.16
H 3.37360 0.27496 2.55992 0.00 -0.01 0.01 0.12
C 2.57914 0.34960 -2.83234 0.08 0.19 -0.13 -0.08
H 5.08408 4.06684 1.54241 0.01 0.00 -0.01 0.14
H 3.32620 4.41780 -0.16410 0.01 0.00 0.02 0.13
H 3.95325 -2.17943 -4.60478 0.00 0.01 -0.01 0.14
C -2.34718 -3.09357 -1.06462 0.22 0.08 -0.11 0.00
C 4.32259 3.31263 1.39720 -0.03 -0.11 0.06 0.00
H -2.91687 4.00384 0.22317 0.02 0.00 -0.02 0.11
H -3.61919 -0.20326 2.34469 0.00 -0.01 -0.01 0.12
N -2.84129 3.02601 -2.76183 0.09 -0.02 -0.04 0.24
C 1.02254 -1.87495 2.69195 0.02 0.08 0.02 -0.05
C -3.24887 -0.85338 -1.11433 0.20 0.02 -0.17 -0.03
H -2.25506 2.61715 -3.47369 -0.01 -0.04 0.02 0.14
C -2.19290 -1.73422 -1.34100 -0.44 -0.18 0.18 -0.28
C -0.23969 -1.90132 -2.66089 0.04 -0.20 -0.13 -0.02
C 1.55374 -1.36801 1.50308 -0.13 0.00 -0.53 -0.36
C -3.56161 -3.57223 -0.61403 -0.03 -0.01 0.00 -0.08
C -0.42277 1.99545 2.44972 0.01 -0.02 0.01 -0.05
H -5.30043 -0.65881 -0.52482 -0.01 0.00 -0.01 0.12
C 2.34753 1.38217 1.03050 -0.16 -0.20 -0.35 -0.37
C -1.57118 2.39758 3.10935 0.01 0.07 -0.02 -0.03
C -3.53458 3.44519 -0.48036 0.03 0.02 0.02 0.05
H -3.55268 3.67295 -3.06598 -0.02 0.00 0.04 0.14
Cl 1.11323 2.81724 -0.91602 -0.65 -0.56 -0.27 0.81
C -4.46745 -1.33086 -0.67678 0.02 -0.06 0.02 -0.09